Computed, not measured: a molecular structure, C29H22I2N4O2Rh, with the ωB97M-V functional and the def2-TZVPD basis.

Frontier orbital gap ... 0.2534 hartree
Electronic energy ... -59689.952 eV

```
! RIJCOSX wB97M-V def2-TZVPD def2/J DEFGRID3
* xyz 1 1
Rh -0.52149 -0.48091 -0.24070
I -2.36552 1.29148 -1.22628
C -3.77620 0.03094 -0.33487
C -5.02829 0.49288 -0.07576
C -6.00893 -0.42758 0.35346
C -5.71478 -1.75741 0.40252
C -4.42006 -2.23964 0.08687
C -4.15839 -3.62775 -0.00676
C -2.93664 -4.06153 -0.41074
C -1.87430 -3.14338 -0.59946
C -2.04749 -1.79480 -0.43796
C -3.38096 -1.32028 -0.20485
H -5.28264 1.53471 -0.21554
H -7.00174 -0.07268 0.59307
H -6.48051 -2.47625 0.66644
H -4.95582 -4.32685 0.21149
H -2.74478 -5.11846 -0.54220
H -0.90798 -3.56103 -0.83989
O -0.72462 0.86760 3.50462
C -0.56016 0.79071 2.31444
O -1.02592 -0.22741 1.61011
C 0.20876 1.84550 1.56349
C 0.60661 3.01084 2.24519
C 1.23502 3.98763 1.53502
C 1.44184 3.82243 0.14523
C 2.03184 4.82451 -0.66295
C 2.16771 4.63648 -2.00650
C 1.71985 3.43715 -2.60628
C 1.16312 2.44700 -1.85055
C 1.01664 2.61653 -0.45463
N 0.42897 1.63214 0.28914
H 0.39167 3.09088 3.30067
H 1.55765 4.90437 2.01374
H 2.35884 5.74554 -0.19629
H 2.61081 5.40813 -2.62154
H 1.82636 3.30483 -3.67501
H 0.83692 1.51889 -2.29806
C 3.28366 0.15938 1.25143
C 3.46087 0.09670 -0.22587
N 2.53151 -0.15730 -1.11950
C 3.16377 -0.10604 -2.34735
C 4.47827 0.19239 -2.18898
N 4.65438 0.31977 -0.83183
H 2.30285 -0.22875 1.51620
H 3.35402 1.18645 1.61732
H 4.03908 -0.43507 1.76692
H 2.63558 -0.28643 -3.27004
H 5.28338 0.31533 -2.89119
H 5.51592 0.54684 -0.36545
I 3.41462 -4.58997 -1.54690
C 2.17974 -3.73929 -0.11423
C 2.11929 -4.22676 1.18454
C 1.26983 -3.60644 2.08403
C 0.51849 -2.51987 1.67637
N 0.59986 -2.04919 0.42894
C 1.40320 -2.65027 -0.45692
H 2.71737 -5.07729 1.48315
H 1.18003 -3.95908 3.10150
H -0.17031 -2.01253 2.33549
H 1.42314 -2.24700 -1.45772
*
```